A:
30
Properties=species:S:1:pos:R:3 method="wB97M-V/def2-TZVPD" e_homo_ev=-9.18 lumo_ev=0.591 mol_weight_g_mol=209.25 homo_lumo_gap_ev=9.7714 smiles="CC[C@]12N=NN3CCC[C@](C)(OC1=O)[C@@H]32" total_charge=0 spin_multiplicity=1
C -2.767 -2.229 0.606
C -2.009 -1.856 -0.707
C -1.499 -0.374 -0.722
N -2.407 0.596 -0.245
N -1.914 1.398 0.557
N -0.700 0.994 1.067
C 0.101 2.060 1.574
C 0.773 2.792 0.421
C 1.625 1.765 -0.293
C 0.857 0.563 -0.835
C 1.759 -0.571 -1.293
O 0.088 0.962 -2.012
C -1.009 0.218 -2.089
O -1.567 0.121 -3.153
C -0.094 0.016 0.198
H -2.307 -2.397 1.458
H -3.121 -3.198 0.183
H -3.613 -1.478 0.787
H -2.596 -1.755 -1.568
H -1.233 -2.586 -0.944
H 0.975 1.649 2.108
H -0.435 2.715 2.198
H 1.509 3.516 0.810
H -0.084 3.134 -0.281
H 2.114 2.080 -1.300
H 2.407 1.229 0.294
H 1.087 -1.346 -1.783
H 2.136 -0.986 -0.318
H 2.605 -0.204 -1.913
H 0.397 -0.840 0.765

B:
30
Properties=species:S:1:pos:R:3 method="wB97M-V/def2-TZVPD" e_homo_ev="-8.10 / -7.50" lumo_ev="-0.288 / -0.360" mol_weight_g_mol=209.25 homo_lumo_gap_ev="7.8136 / 7.1402" total_charge=0 spin_multiplicity=1
C -1.282 -0.671 0.118
C 2.525 0.788 -1.104
C 2.325 -0.694 -0.718
C 2.353 1.805 0.062
C 1.484 0.090 1.358
C -1.947 0.665 0.137
C 1.165 -0.963 0.306
C 1.176 -2.404 0.777
C -4.197 0.026 -0.797
C -3.424 0.838 0.242
N -1.157 1.662 0.411
N 0.081 1.907 0.415
N 1.208 1.298 0.778
O -1.757 -1.666 0.604
O -0.023 -0.574 -0.399
H 3.527 0.905 -1.519
H 1.797 1.045 -1.874
H 2.098 -1.255 -1.624
H 3.237 -1.100 -0.280
H 3.229 1.809 0.713
H 2.168 2.809 -0.326
H 2.450 0.033 1.835
H 1.101 -3.077 -0.074
H 0.337 -2.592 1.441
H 2.104 -2.600 1.307
H -3.788 0.176 -1.793
H -5.239 0.341 -0.803
H -4.155 -1.034 -0.562
H -3.760 0.532 1.237
H -3.638 1.903 0.131

Short version: A is the most stable of them.

A:
24
Properties=species:S:1:pos:R:3 method="wB97M-V/def2-TZVPD" e_homo_ev=-8.27 lumo_ev=0.762 mol_weight_g_mol=120.20 homo_lumo_gap_ev=9.0275 smiles=CCN(C)CCN.O total_charge=0 spin_multiplicity=1
C -0.798 -0.017 1.272
C 0.654 -0.580 1.395
N 1.073 -1.556 0.402
C 0.676 -2.906 0.789
C 0.691 -1.281 -0.968
C 0.913 0.147 -1.484
N -0.204 0.742 -2.206
H -0.757 0.939 1.776
H -1.484 -0.604 1.889
H -1.199 0.051 0.265
H 1.335 0.262 1.318
H 0.762 -0.999 2.395
H 1.296 -3.243 1.614
H -0.371 -2.955 1.126
H 0.756 -3.569 -0.074
H -0.347 -1.602 -1.183
H 1.270 -1.966 -1.585
H 1.781 0.132 -2.139
H 1.191 0.802 -0.662
H -1.079 0.596 -1.725
H -0.267 0.386 -3.150
O -2.081 5.901 -0.010
H -1.216 6.000 0.391
H -2.595 5.321 0.554

B:
24
Properties=species:S:1:pos:R:3 method="wB97M-V/def2-TZVPD" e_homo_ev=-9.18 lumo_ev=0.687 mol_weight_g_mol=120.20 homo_lumo_gap_ev=9.8713 smiles=NCCCCCN.O total_charge=0 spin_multiplicity=1
N -0.324 2.238 -2.427
C -0.316 0.792 -2.597
C -1.080 0.012 -1.529
C -0.534 0.164 -0.099
C 0.648 -0.858 0.010
C 1.444 -1.214 1.252
N 0.681 -2.251 1.984
H -1.186 2.556 -2.005
H 0.444 2.501 -1.831
H 0.731 0.462 -2.554
H -0.512 0.435 -3.612
H -1.095 -1.056 -1.743
H -2.151 0.233 -1.605
H -0.207 1.192 0.084
H -1.333 0.087 0.626
H 0.223 -1.768 -0.409
H 1.379 -0.525 -0.731
H 2.434 -1.630 1.100
H 1.475 -0.360 1.934
H -0.319 -2.183 1.837
H 0.882 -2.347 2.964
O -0.492 0.915 2.661
H 0.371 0.519 2.479
H -0.550 0.787 3.616

C:
24
Properties=species:S:1:pos:R:3 method="wB97M-V/def2-TZVPD" e_homo_ev=-9.21 lumo_ev=0.878 mol_weight_g_mol=120.20 homo_lumo_gap_ev=10.0859 smiles=CCC[C@@H](N)CN.O total_charge=0 spin_multiplicity=1
C -1.082 2.493 -1.404
C -0.922 1.754 0.002
C -1.073 0.219 0.124
C 0.089 -0.709 -0.567
N 1.413 -0.068 -0.569
C 0.281 -2.122 0.140
N -1.013 -2.349 0.785
H -0.680 1.760 -2.207
H -2.125 2.941 -1.413
H -0.477 3.449 -1.536
H 0.051 1.978 0.397
H -1.725 2.246 0.672
H -2.058 -0.123 -0.201
H -1.046 -0.159 1.147
H -0.258 -1.019 -1.632
H 2.190 -0.663 -1.045
H 1.239 0.758 -1.179
H 0.494 -2.834 -0.512
H 1.118 -2.004 0.961
H -1.464 -3.129 0.342
H -0.856 -2.474 1.760
O 2.941 -0.084 2.244
H 2.685 0.746 1.820
H 2.276 -0.607 1.870

D:
24
Properties=species:S:1:pos:R:3 method="wB97M-V/def2-TZVPD" e_homo_ev="-7.21 / -7.21" lumo_ev="0.968 / 0.968" mol_weight_g_mol=120.20 homo_lumo_gap_ev="8.1745 / 8.1750" total_charge=0 spin_multiplicity=1
C 2.232 0.073 0.507
C 1.965 1.194 -0.439
N 0.829 -1.539 -0.015
N 3.512 -0.304 0.646
H 1.371 -0.547 0.984
H 3.749 -1.021 1.314
H 0.425 -1.160 -0.870
H 1.487 -2.260 -0.308
H 4.190 -0.142 -0.090
H 2.564 1.121 -1.357
H 0.913 1.232 -0.713
H 2.229 2.138 0.050
C -2.275 0.428 -0.261
C -1.627 0.943 1.014
C -2.677 -1.038 -0.153
O -1.315 0.624 -1.319
H -1.666 0.227 -2.124
H -3.164 1.037 -0.482
H -1.796 -1.649 0.052
H -1.296 1.974 0.883
H -0.768 0.324 1.271
H -2.340 0.909 1.839
H -3.142 -1.385 -1.081
H -3.404 -1.176 0.651

Short version: B is the most stable of them.

A:
24
Properties=species:S:1:pos:R:3 method="wB97M-V/def2-TZVPD" e_homo_ev=-14.12 lumo_ev=-8.407 mol_weight_g_mol=142.21 homo_lumo_gap_ev=5.7122 total_charge=+2 spin_multiplicity=1
C -1.637 1.040 1.272
C 0.565 0.262 -0.575
C -2.179 1.671 0.113
C 1.353 -1.993 -0.122
C -1.727 1.147 -1.255
C 2.672 -1.452 0.243
N 0.488 -0.977 -0.845
N 3.476 -2.293 0.805
N -2.031 1.211 2.497
N -0.202 1.181 -1.431
H -3.198 1.815 0.207
H -1.906 2.679 0.287
H 1.371 -2.655 -1.027
H 0.741 -2.390 0.760
H -2.110 0.191 -1.302
H -2.019 1.657 -2.164
H 3.026 -0.442 -0.129
H -0.117 -1.300 -1.543
H 4.466 -2.087 0.754
H 3.283 -3.153 1.297
H -2.877 1.809 2.629
H -1.568 0.851 3.307
H -0.016 2.159 -1.335
H 0.148 1.068 -2.445

B:
24
Properties=species:S:1:pos:R:3 method="wB97M-V/def2-TZVPD" e_homo_ev="-18.19 / -17.91" lumo_ev="-9.785 / -9.797" mol_weight_g_mol=142.21 homo_lumo_gap_ev="8.4020 / 8.1107" total_charge=+2 spin_multiplicity=1
C 1.100 -0.766 0.554
C -1.328 0.250 0.720
C -0.700 1.178 -2.498
C 0.526 2.887 -1.091
C 0.223 -3.282 2.751
C -0.624 1.857 -1.202
N 0.791 0.382 0.034
N 0.178 -1.510 1.055
N -0.532 0.860 -0.028
N -0.097 -2.688 1.517
H 2.186 -0.980 0.426
H -2.368 0.272 0.892
H -0.140 0.240 -2.669
H -0.322 1.740 -3.337
H -1.667 0.866 -2.858
H 1.367 2.442 -1.535
H 0.790 3.204 -0.070
H 0.363 3.966 -1.395
H 1.033 -2.765 3.385
H -0.702 -3.615 3.482
H 0.671 -4.302 2.492
H -1.570 2.316 -0.816
H 1.350 0.794 -0.690
H -0.525 -3.343 0.880

Short version: A is the most stable of them.